C10H15N2 | wB97M-V/def2-TZVPD

E_tot = -499.2020 a.u.
gap between HOMO and LUMO = 8.779 eV
energy above the lowest of the compared OMol25 structures with the same formula, charge and spin = 4.0938 eV
total charge = +1
max |F| = 0.078 Eh/bohr

Bonds (Å) are listed after each position.
Element x y z (Å)
1 N 1.532 0.214 -2.132  H16 1.022, H19 1.031, H20 1.060
2 N 2.412 -0.050 0.696  C3 1.530, C4 1.445, C5 1.269
3 C 2.027 1.376 1.095  N2 1.530, C5 1.472, H21 1.149, H24 1.057
4 C 3.569 -0.794 0.250  N2 1.445, H13 1.151, H15 1.033, H18 1.073
5 C 1.183 0.260 0.639  N2 1.269, C3 1.472, C10 1.393
6 C -3.659 1.217 0.754  C12 1.506, H14 1.058, H17 1.093, H22 1.151
7 C -1.755 -1.775 -0.469  C8 1.399, C9 1.361, H25 1.057
8 C -2.713 -0.865 -0.010  C7 1.399, C12 1.385, H26 1.142
9 C -0.457 -1.403 -0.297  C7 1.361, C10 1.404, H23 1.122
10 C -0.095 -0.236 0.395  C5 1.393, C9 1.404, C11 1.400
11 C -1.113 0.608 0.856  C10 1.400, C12 1.379, H27 1.085
12 C -2.424 0.397 0.484  C6 1.506, C8 1.385, C11 1.379
13 H 3.129 -1.673 -0.349  C4 1.151
14 H -3.654 2.172 0.300  C6 1.058
15 H 4.144 -1.150 1.031  C4 1.033
16 H 1.819 0.819 -2.903  N1 1.022
17 H -4.617 0.743 0.527  C6 1.093
18 H 4.146 -0.185 -0.420  C4 1.073
19 H 0.548 0.010 -1.903  N1 1.031
20 H 1.895 -0.661 -2.607  N1 1.060
21 H 1.938 1.675 2.201  C3 1.149
22 H -3.788 1.641 1.815  C6 1.151
23 H 0.395 -2.065 -0.609  C9 1.122
24 H 2.082 2.161 0.389  C3 1.057
25 H -1.923 -2.802 -0.652  C7 1.057
26 H -3.742 -1.209 -0.366  C8 1.142
27 H -0.877 1.576 1.284  C11 1.085

Here are the natural (NBO) charges for atoms 1 to 2, given in e: -1.13 -0.22